1.
46
Properties=species:S:1:pos:R:3 method="wB97M-V/def2-TZVPD" total_charge=+1 de_lowest_kcal_mol=21.3 homo_ha=-0.362 homo_lumo_gap_ev=4.509 spin_multiplicity=1 e_tot_ev=-26700.9538
C 3.28141 -0.66904 1.20685
O 1.89297 -0.40389 1.47789
C 1.08684 -1.37849 1.82248
C -0.29941 -1.17835 1.52755
C -1.13125 -2.31453 1.43647
C -2.49069 -2.14165 1.21201
C -3.01981 -0.85260 1.03398
C -2.16843 0.26597 1.02668
C -0.80939 0.11669 1.24794
H 3.74597 0.31625 1.11591
H 3.72393 -1.24331 2.03438
H 3.38282 -1.24326 0.27219
H 1.49703 -2.38964 1.95355
H -0.66706 -3.29621 1.53824
H -3.15031 -3.00922 1.15421
H -4.08703 -0.71438 0.84996
H -2.56311 1.26168 0.82556
H -0.10700 0.94758 1.21167
C 2.83552 -4.64301 7.59556
N 2.40614 -3.57537 6.69281
C 3.40857 -2.81668 6.10516
C 3.08766 -1.73503 5.25710
C 1.67672 -1.45031 4.88360
H 1.50957 -1.52278 3.75407
C 0.67612 -2.28447 5.59653
C 1.05898 -3.34183 6.45075
C 0.04187 -4.12460 7.04054
C -1.29941 -3.80434 6.83749
C -1.66081 -2.71530 6.02404
C -0.66880 -1.96359 5.40599
C 4.08732 -0.87526 4.79758
C 5.42421 -1.13420 5.09526
C 5.76052 -2.25533 5.87805
C 4.76359 -3.08636 6.38029
H 1.97622 -5.13007 8.05350
H 3.41957 -5.39765 7.04793
H 3.46186 -4.23905 8.40450
H 1.46741 -0.38711 5.10007
H 0.27938 -4.97809 7.67050
H -2.06609 -4.40693 7.32483
H -2.70702 -2.45574 5.86690
H -0.90791 -1.11399 4.76076
H 3.78915 -0.00632 4.20372
H 6.19918 -0.47014 4.71462
H 6.80479 -2.47479 6.10810
H 5.03268 -3.93510 7.00647

***

2.
79
Properties=species:S:1:pos:R:3 method="wB97M-V/def2-TZVPD" homo_ha=-0.339 homo_lumo_gap_ev=9.301 spin_multiplicity=1 e_tot_ev=-75229.9552
C 1.19624 1.97894 -0.92869
C 2.50686 1.41809 -1.68949
O 2.16315 0.28333 -2.50208
C 2.99680 -0.85661 -2.25157
C 2.13767 -2.22101 -2.32532
O 1.28900 -2.33948 -1.14079
C -0.05007 -2.04183 -1.63493
C -1.16220 -2.06088 -0.49371
C -0.94424 -0.89524 0.59538
O -0.23428 -0.87154 1.60778
N -1.75372 0.23317 0.13086
C -2.97483 -0.38694 -0.45284
C -4.15612 0.53235 -0.99454
B -3.81523 1.35951 -2.34612
O -3.13797 2.60961 -2.42717
O -4.29049 0.78019 -3.59506
C -2.54204 -1.68536 -1.27275
F -2.43042 -1.60221 -2.69424
H 0.91404 1.30072 -0.04898
H 1.50840 2.99652 -0.49926
H 0.32722 2.14951 -1.63357
H 2.92287 2.28909 -2.30836
H 3.27007 1.21517 -0.87673
H 3.80628 -0.97420 -3.06085
H 3.50571 -0.87093 -1.23898
H 2.84697 -3.10673 -2.43936
H 1.50898 -2.12352 -3.27774
H -0.30708 -2.88525 -2.36288
H -0.07046 -1.01428 -2.11551
H -1.34712 -3.02437 0.08483
H -1.99022 0.93057 0.84536
H -3.46075 -0.86963 0.47621
H -4.41828 1.30321 -0.18254
H -5.08159 -0.10662 -1.14334
H -3.18876 3.11139 -1.59125
H -3.49618 0.43749 -4.05222
H -3.22584 -2.58691 -1.10393
C 0.15667 -3.85384 -7.56376
C 1.60902 -4.26729 -7.69522
O 2.43755 -3.12962 -7.98110
C 2.79367 -2.38133 -6.92253
O 2.46138 -2.60674 -5.79102
C 3.70949 -1.24191 -7.35987
F 3.26333 -0.62099 -8.46740
F 4.95144 -1.68181 -7.64006
F 3.84004 -0.29627 -6.41855
H -0.17017 -3.31259 -8.45470
H -0.48216 -4.72843 -7.42695
H 0.01311 -3.18407 -6.71302
H 1.72078 -4.95411 -8.53606
H 1.96194 -4.78992 -6.80285
C 0.28168 2.62608 4.28951
C -0.41704 3.95160 4.06326
O 0.53673 5.02352 3.98634
C 1.13746 5.18535 2.79534
O 0.92554 4.49908 1.83351
C 2.08317 6.38226 2.83287
F 2.84146 6.40326 3.94481
F 1.41052 7.54905 2.80496
F 2.93037 6.40244 1.79320
H 0.92394 2.67648 5.17175
H -0.44614 1.82467 4.42794
H 0.92234 2.36893 3.44293
H -1.06858 4.17308 4.91051
H -1.04652 3.92778 3.17018
C 0.55106 -1.93259 7.86129
C -0.57837 -2.06780 6.85963
O -1.80154 -1.53916 7.39788
C -1.95070 -0.20612 7.31758
O -1.13919 0.53882 6.83980
C -3.30798 0.21210 7.87546
F -3.59566 -0.39953 9.03911
F -4.30931 -0.08862 7.02585
F -3.38512 1.53089 8.10847
H 0.27823 -2.39663 8.81207
H 1.45924 -2.40638 7.48414
H 0.76938 -0.88292 8.06963
H -0.75975 -3.12353 6.65082
H -0.33370 -1.58848 5.90862

***

3.
36
Properties=species:S:1:pos:R:3 method="wB97M-V/def2-TZVPD" de_lowest_kcal_mol=28.6 homo_ha="-0.277 / -0.277" homo_lumo_gap_ev="6.180 / 5.851" spin_multiplicity=2 e_tot_ev=-130218.2296
Ir -0.44661 -1.15597 0.08929
C -5.34621 0.59664 -0.50887
C -3.95118 1.08648 -0.26140
C -3.68499 2.33307 0.29396
C -2.38654 2.72505 0.55179
C -1.35932 1.84499 0.25904
Br 0.40517 2.36621 0.64388
N -1.58030 0.64333 -0.27994
C -2.86024 0.28355 -0.53120
H -6.01200 1.42674 -0.74320
H -5.71950 0.08251 0.37817
H -5.37438 -0.12431 -1.32358
H -4.50328 3.00164 0.53363
H -2.15849 3.68820 0.98251
H -3.00026 -0.70821 -0.94615
S -4.27450 -2.87125 0.69907
Sb -2.28232 -3.57741 1.43792
S -1.05027 -1.47946 2.18616
S -0.70143 -3.23438 -0.50661
C 4.98288 -0.51402 1.56035
C 3.78606 -0.81457 2.24725
C 2.59664 -0.86156 1.57926
C 2.54021 -0.60482 0.18628
C 1.33012 -0.61254 -0.56397
C 1.31392 -0.31691 -1.90295
C 2.52636 -0.04632 -2.58056
C 3.70348 -0.03181 -1.89551
C 3.74023 -0.30044 -0.50299
C 4.95915 -0.26701 0.21971
H 5.91962 -0.48508 2.10189
H 3.81421 -1.01124 3.31117
H 1.68308 -1.10185 2.10722
H 0.38137 -0.28205 -2.45904
H 2.50343 0.17082 -3.64065
H 4.63218 0.19390 -2.40570
H 5.87373 -0.04192 -0.31622

***

4.
115
Properties=species:S:1:pos:R:3 method="wB97M-V/def2-TZVPD" homo_ha=-0.336 homo_lumo_gap_ev=9.307 spin_multiplicity=1 e_tot_ev=-72422.6915
C 3.88325 3.83350 2.48415
C 4.28792 3.64634 0.93204
C 3.80773 2.23954 0.29294
C 4.13571 0.93365 1.22566
C 4.82439 -0.26511 0.34795
C 3.83953 -1.52751 0.14871
C 2.49711 -1.17095 -0.65575
C 1.13236 -1.54490 0.11218
C 0.26188 -2.67912 -0.65680
C -1.11812 -3.01665 0.14003
C -2.20124 -1.93503 -0.33102
C -3.61189 -2.03334 0.46427
C -4.67415 -1.16829 -0.36222
C -6.15036 -1.02763 0.24989
C -6.75777 -2.34233 0.92995
C -7.81758 -2.09288 2.11131
C -7.10447 -0.70168 -1.03401
C -8.52551 -0.09609 -0.64162
O -8.48451 1.35088 -0.34984
C -9.69774 1.63212 0.37909
O -9.84216 1.30120 1.58834
C -10.93724 2.41248 -0.30887
C -11.28246 3.79743 0.47622
O -6.17845 0.17872 1.06246
S -5.18411 0.07677 2.41498
O -5.26510 1.44005 3.07656
O -3.55186 -0.08571 1.97633
C -3.32281 -1.54612 1.95971
O -4.20272 -2.20705 2.93815
B -3.46174 -3.13562 3.74837
O -2.52178 -2.66895 4.74808
O -3.58332 -4.58641 3.63310
H 2.80852 3.44548 2.66206
H 3.87253 4.94426 2.76075
H 4.61166 3.31642 3.19604
H 3.79193 4.47318 0.29647
H 5.43439 3.73947 0.87763
H 4.34958 2.09995 -0.70467
H 2.66499 2.25239 0.14380
H 4.85373 1.24232 2.07499
H 3.15555 0.51912 1.65668
H 5.72019 -0.62753 0.98023
H 5.26682 0.12421 -0.63500
H 4.39563 -2.38713 -0.38103
H 3.54584 -1.86616 1.21211
H 2.51292 -0.03711 -0.85235
H 2.45077 -1.68032 -1.69266
H 1.38978 -1.86609 1.18992
H 0.48005 -0.59836 0.23555
H 0.87997 -3.62205 -0.86277
H -0.06169 -2.19946 -1.64152
H -0.85334 -2.96722 1.25341
H -1.46337 -4.10062 -0.05303
H -1.81926 -0.86224 -0.13831
H -2.36305 -2.06364 -1.45951
H -3.97273 -3.12290 0.45618
H -4.20866 -0.12882 -0.53692
H -4.78486 -1.63813 -1.41028
H -7.33628 -2.90012 0.09780
H -5.99449 -3.09389 1.31966
H -7.58124 -2.85400 2.95003
H -7.77272 -1.06809 2.60118
H -8.89638 -2.34864 1.78990
H -6.54349 0.12536 -1.61637
H -7.21785 -1.60332 -1.72561
H -9.18552 -0.17834 -1.59104
H -9.08888 -0.65545 0.17440
H -10.63658 2.68935 -1.38453
H -11.86992 1.73659 -0.36657
H -12.35097 4.15532 0.22984
H -11.16333 3.60905 1.60772
H -10.52887 4.57465 0.10103
H -2.25731 -1.77032 2.32193
H -2.70023 -3.09527 5.61308
H -4.46804 -4.87924 3.94290
C 6.22505 7.94050 2.89202
C 5.09856 7.72596 1.91587
O 4.98158 6.68011 1.30671
C 4.12290 8.85682 1.72375
H 6.84785 7.04422 2.92818
H 6.84133 8.78247 2.56926
H 5.82196 8.12732 3.88967
H 4.64574 9.73946 1.34924
H 3.62648 9.08433 2.66958
H 3.36645 8.56178 0.99358
C 8.30042 3.24966 -1.47198
C 8.00788 2.06971 -0.58397
O 7.04349 2.05954 0.15678
C 8.95392 0.90170 -0.64782
H 7.53603 4.01497 -1.32028
H 9.27498 3.67292 -1.21868
H 8.28294 2.93966 -2.51900
H 9.95844 1.21831 -0.35807
H 8.96366 0.48804 -1.65868
H 8.61800 0.12653 0.04450
C 7.52706 -2.73123 -3.14527
C 6.59135 -1.57880 -3.39811
O 6.96746 -0.42565 -3.29871
C 5.17260 -1.90846 -3.77822
H 8.51385 -2.34504 -2.88094
H 7.15463 -3.33718 -2.31643
H 7.61935 -3.33986 -4.04727
H 4.69580 -2.47810 -2.97752
H 5.16025 -2.48062 -4.70843
H 4.61398 -0.98241 -3.92940
C -1.19401 -5.19073 -3.24218
C 0.25601 -5.23954 -3.64601
O 0.91902 -4.22470 -3.74188
C 0.85235 -6.59352 -3.92616
H -1.48746 -4.15243 -3.07239
H -1.81591 -5.60470 -4.03889
H -1.34133 -5.75204 -2.31691
H 0.32136 -7.06982 -4.75305
H 0.79579 -7.21706 -3.03128
H 1.90152 -6.47598 -4.20512